A single C3H7NO2 molecule, computed with ωB97M-V/def2-TZVPD.

E, eV: -8808.8617
Largest force on an atom, Eh/bohr: 0.062
SMILES: COCC(N)=O
Relative energy (zero: lowest compared OMol25 entry of this formula, charge and spin), kJ/mol: 160.85
LUMO level, eV: 0.826
Orbital gap, Ha: 0.3912

```
! wB97M-V def2-TZVPD RIJCOSX def2/J DEFGRID3
* xyz 0 1
C 1.4283 1.9264 -0.6718
O 1.0842 0.6728 -0.0816
C -0.1772 0.3104 -0.5902
C -0.7749 -0.8343 0.1978
N -0.1559 -1.1545 1.3512
O -1.7943 -1.3645 -0.1562
H 0.7187 2.7943 -0.2322
H 1.3556 2.0173 -1.8958
H 2.4942 2.1009 -0.2591
H -0.0608 -0.0218 -1.6282
H -0.9795 1.1134 -0.5133
H 0.8494 -0.8450 1.5011
H -0.4623 -1.9594 1.8569
*
```


A single C3H7NO2S molecule, computed with ωB97M-V/def2-TZVPD.

E, eV: -19643.2708
Largest force on an atom, Eh/bohr: 0.088
SMILES: CN(C)C(=O)SO
Relative energy (zero: lowest compared OMol25 entry of this formula, charge and spin), kJ/mol: 225.15
LUMO level, eV: 0.606
Orbital gap, Ha: 0.3580

```
! wB97M-V def2-TZVPD RIJCOSX def2/J DEFGRID3
* xyz 0 1
C 0.8528 1.1844 0.1107
N -0.0638 0.0785 0.1296
C 0.4432 -1.1835 -0.3776
C -1.5225 0.4988 -0.1117
O -1.9067 1.6788 -0.1736
S -2.6824 -0.7621 -0.2945
O -4.0169 0.1413 0.0250
H 0.5890 1.9212 0.9711
H 1.8462 0.9339 0.4130
H 0.9663 1.8225 -0.7621
H 1.5767 -0.9915 -0.1626
H 0.0642 -1.9812 0.1888
H 0.2531 -1.3766 -1.4586
H -3.5764 0.9889 -0.1684
*
```


A single C3H7NO2S molecule, computed with ωB97M-V/def2-TZVPD.

E, eV: -19642.3486
Largest force on an atom, Eh/bohr: 0.078
Relative energy (zero: lowest compared OMol25 entry of this formula, charge and spin), kJ/mol: 314.12
LUMO level, eV: 0.633
Orbital gap, Ha: 0.3623

```
! wB97M-V def2-TZVPD RIJCOSX def2/J DEFGRID3
* xyz 0 1
C -1.2410 0.3572 0.2649
C -0.0851 1.3725 0.3572
C 0.5889 -0.8645 -0.5193
N -0.8200 -0.6751 -0.5727
O 2.4848 1.0153 -0.2868
O 0.9833 -2.1096 0.2760
S 1.4872 0.3737 0.5344
H -1.4750 0.0639 1.3748
H -2.1551 0.8269 -0.0006
H 0.2544 1.7194 -0.6529
H -0.1222 2.1513 1.1342
H 0.9604 -1.0525 -1.6205
H -1.3785 -0.8533 -1.4228
H 0.5179 -2.3253 1.1341
*
```


A molecular structure, C3H7NO2S, computed with ωB97M-V/def2-TZVPD.

E, eV: -19639.2334
Largest force on an atom, Eh/bohr: 0.215
Relative energy (zero: lowest compared OMol25 entry of this formula, charge and spin), kJ/mol: 614.69
LUMO level, eV: -0.346
Orbital gap, Ha: 0.2845

```
! wB97M-V def2-TZVPD RIJCOSX def2/J DEFGRID3
* xyz 0 1
C -0.8013 1.0331 0.4975
C -0.9436 -0.1697 -0.2802
C 0.1626 -0.5103 -1.2525
H 0.4983 1.5165 2.3180
H -1.9374 1.0896 0.8096
H -0.6291 1.7418 -0.1376
H -0.7244 -0.9986 0.4521
H -1.8660 -0.2377 -0.7176
H 1.9585 -1.2855 -1.2928
H 1.0902 -0.5935 1.0970
N 1.3042 -0.7855 -0.5676
O 0.2757 0.6959 1.3974
O 1.6987 -1.2467 0.5786
S -0.0866 -0.2492 -2.9017
*
```


A gas-phase ion, C3H7NO2S (charge +1), computed with ωB97M-V/def2-TZVPD.

E, eV: -19635.6171
Largest force on an atom, Eh/bohr: 0.047
Relative energy (zero: lowest compared OMol25 entry of this formula, charge and spin), kJ/mol: 72.63
LUMO level (spin up / spin down), eV: -3.686 / -9.307
Orbital gap (spin up / spin down), Ha: 0.4186 / 0.1822

```
! wB97M-V def2-TZVPD RIJCOSX def2/J DEFGRID3
* xyz 1 2
O -0.6473 -0.2465 2.4382
C -0.7099 -0.4853 1.2795
O -1.3346 -1.5563 0.7652
C -0.1385 0.4193 0.1586
C 0.4192 -0.5107 -1.0099
S 0.7630 0.2891 -2.6155
N 0.9761 1.1126 0.7022
H -1.5996 -2.1090 1.5111
H -0.8861 1.0805 -0.2882
H 1.4481 -0.6727 -0.6561
H -0.0045 -1.4899 -1.2215
H -0.4468 0.8163 -2.8147
H 1.2558 1.8768 0.1020
H 0.9052 1.4757 1.6490
*
```


A single C3H7NO2S2 molecule, computed with ωB97M-V/def2-TZVPD.

E, eV: -30476.8141
Largest force on an atom, Eh/bohr: 0.037
Relative energy (zero: lowest compared OMol25 entry of this formula, charge and spin), kJ/mol: 362.29
LUMO level (spin up / spin down), eV: -0.346 / -0.346
Orbital gap (spin up / spin down), Ha: 0.2665 / 0.2665

```
! wB97M-V def2-TZVPD RIJCOSX def2/J DEFGRID3
* xyz 0 1
C -0.2732 0.6954 0.4889
C 1.1211 0.7352 -0.1516
C -0.7230 -1.2501 -0.6996
N -0.7312 -0.6756 0.5536
O 3.5394 -2.5733 -1.4755
O 1.0622 -0.0973 -2.7154
S 3.1061 -1.4057 -0.6693
S 1.1970 -0.6427 -1.3780
H -0.2616 1.1335 1.4885
H -0.9848 1.2433 -0.1339
H 1.3121 1.6486 -0.7050
H 1.9034 0.5563 0.5809
H -0.7534 -2.3277 -0.7342
H -1.3659 -0.7607 -1.4211
H -0.2329 -1.2272 1.2437
*
```


2 unconnected molecules or ions with the total composition C3H7NO2S2, computed with ωB97M-V/def2-TZVPD.

E, eV: -30476.1002
Largest force on an atom, Eh/bohr: 0.104
Relative energy (zero: lowest compared OMol25 entry of this formula, charge and spin), kJ/mol: 431.17
LUMO level (spin up / spin down), eV: -1.641 / -1.644
Orbital gap (spin up / spin down), Ha: 0.2494 / 0.2493

```
! wB97M-V def2-TZVPD RIJCOSX def2/J DEFGRID3
* xyz 0 1
C -0.7707 -1.3019 -0.1003
C -1.6834 -0.3369 0.7117
C 0.4430 0.6538 -0.5261
N 0.0724 -0.5764 -1.0563
O 3.9653 0.7553 1.1580
O -1.6973 2.2370 -0.1816
S 5.1618 0.5295 0.3487
S -0.9405 1.3318 0.6753
H -0.1154 -1.8295 0.6572
H -1.4902 -2.0902 -0.4515
H -2.6358 -0.2709 0.2258
H -1.8322 -0.6425 1.6331
H 1.3390 0.4304 0.1122
H 0.4837 1.6407 -1.1922
H -0.2997 -0.5303 -2.0139
*
```


A molecular structure, C3H7NO3, computed with ωB97M-V/def2-TZVPD.

E, eV: -10853.2775
Largest force on an atom, Eh/bohr: 0.061
Relative energy (zero: lowest compared OMol25 entry of this formula, charge and spin), kJ/mol: 491.14
LUMO level, eV: 0.518
Orbital gap, Ha: 0.3365

```
! wB97M-V def2-TZVPD RIJCOSX def2/J DEFGRID3
* xyz 0 1
C -0.5911 -0.8938 -0.8937
C 1.7883 -0.1172 -0.2649
C 0.3482 -0.2200 0.1316
N -1.5935 1.5132 0.3648
O -1.7073 -1.1932 -0.4988
O 0.0336 -0.3945 1.4095
O -0.5593 1.2727 -0.4657
H -0.1483 -1.2074 -1.9145
H 2.1617 -1.2172 -0.1118
H 2.5336 0.5502 0.3667
H 1.8891 0.2718 -1.3121
H -1.2705 1.9336 1.2835
H -2.0776 0.5414 0.5881
H -0.8069 -0.8397 1.3171
*
```


A single C3H7NO3 molecule, computed with ωB97M-V/def2-TZVPD.

E, eV: -10855.8936
Largest force on an atom, Eh/bohr: 0.090
SMILES: O=C(O)NCCO
Relative energy (zero: lowest compared OMol25 entry of this formula, charge and spin), kJ/mol: 238.72
LUMO level, eV: 0.464
Orbital gap, Ha: 0.3719

```
! wB97M-V def2-TZVPD RIJCOSX def2/J DEFGRID3
* xyz 0 1
O -0.5608 -1.5698 2.4905
C -0.4640 -0.5414 1.8302
O 0.1583 0.7124 2.2475
N -0.7426 -0.7690 0.5536
C -0.4811 0.2306 -0.4705
C 0.7083 -0.0672 -1.4632
O 0.7096 0.9767 -2.3328
H 0.9613 0.3095 2.8092
H -1.3970 -1.5790 0.4029
H -0.2749 1.2414 -0.1693
H -1.4484 0.2156 -1.0663
H 1.6843 -0.0875 -0.9359
H 0.5193 -0.9695 -2.0645
H 0.6276 1.8971 -1.8314
*
```


A single C3H7NO3 molecule, computed with ωB97M-V/def2-TZVPD.

E, eV: -10853.9135
Largest force on an atom, Eh/bohr: 0.076
SMILES: C[C@](O)(C=O)ON
Relative energy (zero: lowest compared OMol25 entry of this formula, charge and spin), kJ/mol: 429.77
LUMO level, eV: 0.816
Orbital gap, Ha: 0.3794

```
! wB97M-V def2-TZVPD RIJCOSX def2/J DEFGRID3
* xyz 0 1
C 0.2469 -1.1745 -1.0265
C -0.4946 -0.0438 -0.3828
O -1.7874 0.0699 -0.8672
C 0.2575 1.3245 -0.3508
O -0.3234 2.3520 -0.6318
O -0.5834 -0.2503 1.1658
N 0.6464 -0.0468 1.8061
H -0.3738 -2.0514 -1.5285
H 0.7667 -1.5723 -0.1292
H 0.9989 -0.7226 -1.8244
H -2.0612 0.9594 -0.5301
H 1.2915 1.2534 -0.3408
H 0.5772 0.7553 2.3374
H 0.8387 -0.8527 2.3029
*
```